No. 1
Here is 2 unconnected molecules or ions with the total composition C11H21O from OMol25. Energies are from ωB97M-V with the def2-TZVPD basis set.

Positions of all 33 atoms, in Å:
C -1.1525 -1.9698 1.0622
C 1.9298 1.3264 0.5339
C 1.6602 -0.6818 -1.1181
C 0.4327 1.3955 0.6819
C 0.2448 -0.1665 -1.4150
C 2.1686 -0.1879 0.2892
C -0.1759 0.8126 -0.5704
C 3.6911 -0.5138 0.3569
C -2.9141 1.3268 0.5158
C -2.7316 -0.4516 -1.2029
C -2.2863 0.0266 0.0583
O -1.9212 -0.6681 1.0564
H -0.1375 -1.6642 0.8154
H -1.0771 -2.3507 2.1152
H 2.0900 1.8120 -0.4826
H 2.5050 1.7060 1.4508
H 1.6994 -1.7418 -1.0898
H 2.3150 -0.4193 -1.9199
H 0.1496 0.8235 1.5646
H 0.1666 2.3810 0.8622
H -0.2549 -0.3373 -2.3948
H -1.5700 -2.5883 0.3956
H 1.6577 -0.6984 1.0318
H -0.8075 1.5508 -0.9795
H 3.9340 -1.5224 -0.1441
H 4.0665 -0.4517 1.3682
H 4.2350 0.2278 -0.1300
H -2.8832 2.2026 -0.1460
H -3.9961 1.1380 0.6588
H -2.5268 1.6390 1.5565
H -2.5913 0.2108 -1.9972
H -2.1484 -1.3512 -1.5162
H -3.7715 -0.8147 -1.2674

Results
E_LUMO, eV: -4.53
Gap between HOMO and LUMO, eV: 8.7
Charge: +1
Energy above the lowest of the compared OMol25 structures with the same formula, charge and spin, kJ/mol: 207.0
HOMO level, eV: -13.266

These are the natural (NBO) partial charges, in e, on atoms 1 to 4:
1 C -0.237
2 C -0.386
3 C -0.462
4 C -0.455

No. 2
Here is a molecular structure, C11H22BCaCsF11N5O10PS2 from OMol25. Energies are from ωB97M-V with the def2-TZVPD basis set.

Positions of all 65 atoms, in Å:
C -3.6596 1.1127 -2.3027
C -2.3136 1.1795 -1.6200
O -1.2516 0.5744 -2.4050
C -0.0479 1.1316 -2.2349
N 0.9366 0.3199 -1.3618
C 1.9444 -0.4550 -2.1227
C 1.6633 -1.9197 -1.7162
C 1.8463 -2.9996 -2.7738
F 2.5706 -2.5408 -3.7840
F 0.6850 -3.4186 -3.2384
F 2.4848 -4.0338 -2.2475
N 0.2758 -1.8236 -1.1203
C 0.4012 -0.6306 -0.4922
N 0.1142 -0.3900 0.7561
B 0.3049 0.8769 1.6017
C 1.4975 1.9332 1.4499
O -0.5776 1.1805 2.5523
H -3.7223 0.2487 -2.9517
H -3.8569 2.0085 -2.8782
H -4.4284 1.0751 -1.5407
H -2.1326 2.2294 -1.3862
H -2.3892 0.6014 -0.7004
H -0.0733 2.2051 -1.7854
H 0.4103 1.2779 -3.2130
H 2.8881 -0.2643 -1.6157
H 2.1055 -0.1659 -3.1492
H 2.2887 -2.1459 -0.8621
H 0.1532 -2.5956 -0.4691
H -0.2909 -1.1799 1.2479
H 1.0221 2.8263 0.9377
H 1.8584 2.1831 2.4343
H 2.3718 1.5772 0.8677
H -0.3506 0.5791 3.4023
N 1.1674 -0.8234 4.2847
O 1.5948 -1.6150 3.4725
O 1.7344 -0.2571 5.1587
O -0.1485 -0.4949 4.0806
F -2.0547 1.2025 8.3108
P -2.2379 -0.0419 7.3238
F -3.5992 -0.4016 8.0180
F -1.7338 -1.1299 6.1465
F -1.2862 1.0387 6.2548
F -3.4429 0.2705 5.8808
F -1.4177 -0.9607 8.3381
Ca -2.0622 0.2712 4.3261
C 6.2164 -3.2843 -6.6924
C 6.9737 -2.0992 -6.1407
O 7.9693 -1.6698 -6.6614
C 6.4146 -1.4618 -4.8790
H 6.7129 -3.6461 -7.5879
H 6.1783 -4.0857 -5.9528
H 5.1926 -2.9976 -6.9393
H 6.3921 -2.1870 -4.0636
H 5.4041 -1.0914 -5.0660
H 7.0514 -0.6290 -4.5914
N -5.9580 2.9033 3.0837
S -7.1554 1.8800 2.6663
O -6.6429 0.6151 2.2541
O -8.2016 2.4928 1.9378
F -7.6769 1.6709 4.1219
S -5.0536 3.3721 1.9239
O -3.8595 3.9975 2.3950
O -5.6938 3.9763 0.8049
F -4.4723 1.9642 1.2872
Cs 0.9671 2.6639 -0.7746

Results
E_LUMO, eV: -5.74
Gap between HOMO and LUMO, eV: 5.2
Charge: +1
HOMO level, eV: -10.918

These are the Löwdin partial charges, in e, on atoms 1 to 4:
1 C -0.023
2 C -0.206
3 O -0.069
4 C -0.481

No. 3
Here is a molecular structure, C11H22CeI2NO3P2 from OMol25. Energies are from ωB97M-V with the def2-TZVPD basis set.

Positions of all 42 atoms, in Å:
I -2.2279 0.6711 -2.8430
I 0.1672 1.6821 -2.8856
Ce -0.9317 -0.6688 1.3178
P -0.6503 -2.4605 -1.1262
C -0.9237 -3.6864 0.2336
C -1.9110 -3.0413 -2.3271
H -1.8608 -4.1339 -2.4451
H 0.6921 -4.3215 -1.9550
H -1.7419 -2.5525 -3.2956
H 0.9091 -2.8215 -2.9227
H -1.7077 -3.3753 0.9329
H -2.9072 -2.7407 -1.9878
C 0.8187 -3.2336 -1.9087
H -1.2428 -4.6047 -0.2678
H 1.7140 -2.9800 -1.3323
H -0.0007 -3.8740 0.7847
P -0.4472 3.7206 -1.1502
C -0.7294 4.6082 0.4138
C 0.7015 4.8497 -2.0150
H -2.1071 3.5177 -2.9516
H -2.0928 5.1703 -2.2173
H -2.8195 3.7471 -1.3432
C -2.0131 4.0874 -2.0102
H 0.9455 4.5010 -3.0329
H 0.2803 5.8699 -2.0578
H -0.5487 5.6581 0.1759
H -0.0343 4.2684 1.1891
H 1.6516 4.8965 -1.4458
H -1.7683 4.4771 0.7467
C -1.7150 1.8441 2.2617
O -1.9523 2.7767 2.9204
O 3.2632 -2.2527 0.5798
C 2.7086 -1.9940 1.6264
C 3.1532 -2.3293 3.0492
C 1.9710 -2.0104 3.9083
C 0.9960 -1.4745 2.9356
O -0.2674 -1.2815 3.2415
N 1.4145 -1.3586 1.6686
H 3.4647 -3.3899 3.1540
H 3.9889 -1.6760 3.3425
H 1.6112 -2.8972 4.4352
H 2.1492 -1.1873 4.6032

Results
E_LUMO (alpha / beta), eV: -7.93 / -7.86
Gap between HOMO and LUMO (alpha / beta), eV: 4.3 / 4.4
Charge: +2
Energy above the lowest of the compared OMol25 structures with the same formula, charge and spin, kJ/mol: 53.1
⟨S²⟩: 0.75
HOMO level (alpha / beta), eV: -12.252 / -12.266
Multiplicity: 2

These are the Löwdin partial charges, in e, on atoms 1 to 4:
1 I 0.302
2 I 0.371
3 Ce 1.370
4 P 0.709

No. 4
Here is 5 unconnected molecules or ions with the total composition C11H22Cl6O2 from OMol25. Energies are from ωB97M-V with the def2-TZVPD basis set.

Positions of all 41 atoms, in Å:
C -6.7764 -14.8011 0.7815
C -5.6279 -15.8071 0.7821
C -4.9234 -15.6400 2.0370
O -5.0233 -14.2360 2.3331
C -6.0867 -13.6828 1.4896
H -7.5702 -15.1933 1.3833
H -7.2027 -14.6300 -0.2013
H -4.9041 -15.4865 0.0249
H -5.9948 -16.7458 0.3945
H -3.8505 -15.9620 1.9930
H -5.4443 -16.1688 2.8577
H -5.6064 -13.0603 0.7880
H -6.7097 -13.0075 2.0839
C -3.4602 -18.7092 1.4837
C -3.1918 -19.1012 2.9774
C -2.3202 -20.3985 2.8263
O -1.6264 -20.2216 1.6277
C -2.6220 -19.7208 0.6948
H -3.1290 -17.6932 1.2705
H -4.5020 -18.7350 1.2938
H -4.0545 -19.3018 3.5278
H -2.5789 -18.3399 3.4867
H -2.9037 -21.3081 2.7561
H -1.5517 -20.4706 3.6048
H -3.1516 -20.6410 0.2855
H -2.0936 -19.2886 -0.1362
C -5.6529 -8.0514 3.5852
Cl -5.1469 -6.8230 4.7320
Cl -7.3550 -7.8453 3.0710
H -4.9630 -7.9820 2.7222
H -5.5572 -9.0180 4.1961
C -6.0405 -12.8063 5.0088
Cl -5.3894 -11.8361 6.2855
Cl -7.8329 -12.8114 4.9578
H -5.7959 -12.2808 4.1641
H -5.5753 -13.7581 5.0659
C -9.5047 -11.1518 1.3417
Cl -8.5429 -11.0948 -0.2430
Cl -10.9035 -10.2065 1.2456
H -9.6975 -12.2002 1.4587
H -8.7993 -10.7810 2.0247

Results
E_LUMO, eV: 0.45
SMILES string: C1CCOC1.C1CCOC1.ClCCl.ClCCl.ClCCl
Gap between HOMO and LUMO, eV: 10.3
Energy above the lowest of the compared OMol25 structures with the same formula, charge and spin, kJ/mol: 84.1
HOMO level, eV: -9.877

These are the natural (NBO) partial charges, in e, on atoms 1 to 4:
1 C -0.430
2 C -0.438
3 C -0.069
4 O -0.551

The evaluated max |F| for the records listed, in turn: 0.088, 0.293, 0.117, 0.066 hartree/bohr.